Record 1
The following is a quantum chemistry calculation of a molecular structure, C5H10O, from the OMol25 dataset.

Geometry as XYZ:
```
16
Properties=species:S:1:pos:R:3:forces:R:3
C -2.08443 0.44559 -0.10126 -0.040 0.037 0.022
C -0.98401 -0.54800 -0.45977 0.086 0.051 -0.050
C 0.25527 -0.40210 0.36540 -0.271 -0.377 -0.107
C 1.59898 -0.87888 -0.01822 -0.196 -0.070 0.109
C 2.03101 0.52158 0.26806 0.431 0.052 -0.126
O 0.90930 1.26374 -0.45739 -0.133 0.129 0.264
H -1.76927 1.46570 -0.34278 -0.058 -0.146 0.028
H -2.32400 0.40271 0.96801 0.035 0.009 -0.162
H -3.00159 0.23755 -0.65956 0.132 0.021 0.072
H -1.32666 -1.57786 -0.25677 0.066 0.103 0.032
H -0.73758 -0.50011 -1.52364 -0.034 -0.022 0.160
H 0.09788 -0.25320 1.43118 0.102 0.061 -0.155
H 2.00833 -1.58257 0.71626 -0.055 0.118 -0.067
H 1.64369 -1.31402 -1.03154 0.007 0.175 0.101
H 3.00198 0.83041 -0.12327 -0.135 -0.074 0.062
H 0.62153 1.91392 0.19247 0.063 -0.065 -0.183
```
Forces are in eV/Å.

Output
**Largest force on an atom**: 0.009 hartree/bohr
**Energy relative to the best compared isomer or geometry (same formula, charge and spin)**: 521.4 kJ/mol
**LUMO energy (spin up / spin down)**: 0.484 / 0.483 eV
**Electronic energy**: -7389.3612 eV
**Total charge**: 0
**2S+1**: 1
**Frontier orbital gap (spin up / spin down)**: 7.08 / 7.08 eV

=====

Record 2
The following is a quantum chemistry calculation of a molecular structure, C33H31BiN9O3S3Sb, from the OMol25 dataset.

Geometry as XYZ:
```
81
Properties=species:S:1:pos:R:3:forces:R:3
Bi -0.05821 -0.05609 0.19033 0.580 0.283 -0.531
C 0.58877 4.66731 -5.26109 -0.011 0.017 -0.064
C 0.24428 4.09222 -3.91674 0.020 -0.015 0.116
C -1.02362 4.19792 -3.36308 0.020 -0.021 -0.017
C -1.34790 3.58256 -2.16692 -0.122 -0.061 -0.064
C -0.43035 2.81160 -1.43250 -0.055 0.144 0.027
N -0.74076 2.11640 -0.28634 0.077 -0.244 -0.150
C -1.92337 2.37423 0.41541 -0.013 0.266 0.249
C -3.21533 2.18877 -0.08178 0.094 -0.031 -0.091
C -4.33629 2.43242 0.69240 -0.003 0.011 0.078
C -4.22215 2.85219 2.01384 0.044 0.029 -0.070
C -5.43355 3.07372 2.87608 -0.081 -0.013 0.037
C -2.94601 3.00839 2.53551 -0.070 -0.102 -0.007
C -1.82403 2.77252 1.75747 -0.025 -0.005 0.029
N -0.54837 2.96334 2.36244 0.085 -0.050 0.000
C -0.19901 3.98356 3.17537 0.073 0.189 -0.013
C 1.11017 3.78802 3.54252 -0.071 -0.022 -0.008
C 1.47215 2.59280 2.89413 0.048 -0.011 0.055
N 0.46964 2.10114 2.19365 -0.139 -0.118 0.001
C 0.89317 2.86304 -1.92679 0.169 0.007 0.045
C 1.19466 3.42967 -3.15413 -0.061 0.014 -0.081
N 2.02541 2.45437 -1.15125 -0.170 -0.024 -0.058
C 3.18973 3.13539 -1.06519 0.063 0.055 0.011
C 4.04588 2.39660 -0.28286 -0.054 0.009 -0.042
C 3.29654 1.26439 0.07655 0.087 0.077 0.031
N 2.08914 1.31847 -0.45563 -0.015 -0.117 0.271
H -0.29655 5.08445 -5.74221 0.000 0.004 0.004
H 0.99465 3.89933 -5.92189 -0.002 -0.008 -0.003
H 1.33231 5.46494 -5.18606 0.009 -0.005 0.012
H -1.79631 4.74720 -3.89011 0.000 0.012 -0.016
H -2.35591 3.69000 -1.79535 -0.007 -0.032 0.010
H -3.32267 1.82137 -1.09331 -0.021 -0.015 0.019
H -5.31966 2.26851 0.26717 -0.016 0.004 -0.008
H -6.32776 3.21783 2.26895 0.010 -0.005 -0.007
H -5.31558 3.95122 3.51386 0.017 0.003 -0.003
H -5.61386 2.21691 3.52984 0.014 -0.009 -0.009
H -2.81939 3.26942 3.57978 0.023 0.019 0.004
H -0.88899 4.78096 3.38853 -0.023 0.009 0.014
H 1.71339 4.41852 4.17040 0.024 0.025 0.013
H 2.41381 2.06880 2.89813 0.030 -0.007 -0.009
H 2.20958 3.33432 -3.52034 0.021 0.006 -0.018
H 3.30363 4.08907 -1.54850 0.007 0.020 -0.004
H 5.05540 2.64468 -0.00810 0.025 0.007 0.012
H 3.55784 0.43236 0.70965 -0.007 -0.021 0.021
S -2.26214 -4.20254 1.51588 -0.146 -0.124 -0.017
Sb -2.84421 -1.99243 1.41800 0.207 -0.132 0.207
S -2.34671 -1.11260 -0.71510 -0.075 0.045 -0.236
S -1.39721 -0.61136 2.62472 -0.504 0.049 0.562
N -1.47537 -10.41974 -3.54846 -0.016 -0.045 -0.028
C -1.09820 -9.44196 -3.07637 0.012 0.051 0.041
C -0.61711 -8.22468 -2.48274 -0.004 -0.063 -0.030
C -1.49590 -7.18050 -2.20462 0.014 0.029 0.002
C -1.03182 -6.01419 -1.62953 -0.005 -0.028 0.026
C 0.32473 -5.87747 -1.34072 -0.006 -0.027 -0.007
C 1.20359 -6.92323 -1.60959 -0.019 0.006 -0.063
C 0.73410 -8.09257 -2.17630 0.016 0.036 0.030
N 0.79892 -4.68763 -0.76325 0.056 -0.009 0.043
C 1.96045 -4.50857 -0.02312 -0.021 -0.024 0.044
C 1.92641 -3.22732 0.41891 -0.005 -0.087 0.058
N 0.78372 -2.61150 -0.03682 0.133 0.095 0.025
C 0.13934 -3.49858 -0.73292 -0.134 0.045 -0.077
H -2.54868 -7.28881 -2.42458 -0.009 -0.009 -0.001
H -1.72807 -5.23095 -1.36562 -0.004 0.012 0.040
H 2.25694 -6.81978 -1.39431 0.011 0.020 -0.007
H 1.41574 -8.90459 -2.38789 0.001 -0.010 -0.012
H 2.66937 -5.29822 0.13797 -0.003 -0.034 0.035
H 2.62324 -2.70766 1.05384 0.027 0.036 -0.015
H -0.78946 -3.30936 -1.24359 -0.035 -0.010 0.002
C 3.82067 -0.62424 4.42618 -0.003 0.005 -0.003
C 2.49921 -0.66434 3.68913 -0.075 0.017 0.071
N 1.38963 -0.63238 4.44774 0.097 0.014 -0.050
O 2.46943 -0.72007 2.46705 0.043 -0.025 -0.067
H 3.71303 -0.48884 5.50115 -0.002 0.010 0.013
H 4.41619 0.18890 4.01355 0.019 0.007 0.012
H 4.35304 -1.55523 4.23592 0.004 -0.013 -0.015
H 1.44481 -0.55294 5.44529 -0.006 -0.007 -0.006
H 0.47959 -0.65230 3.99512 -0.043 -0.090 -0.034
O 0.29283 0.14917 -4.14381 -0.117 0.007 -0.111
C -0.18618 0.03107 -3.02947 0.146 -0.017 -0.382
O 0.48672 -0.28193 -1.97508 -0.131 -0.055 0.071
H -1.27518 0.18454 -2.88843 0.007 0.049 0.095
```
Forces are in eV/Å.

Output
**Largest force on an atom**: 0.016 hartree/bohr
**Energy relative to the best compared isomer or geometry (same formula, charge and spin)**: 20.3 kJ/mol
**LUMO energy (spin up / spin down)**: 2.154 / 0.805 eV
**Electronic energy**: -99165.3729 eV
**Total charge**: -1
**2S+1**: 2
**Frontier orbital gap (spin up / spin down)**: 6.84 / 5.52 eV

=====

Record 3
The following is a quantum chemistry calculation of 3 unconnected molecules or ions with the total composition C2H10NO3 at a distorted geometry, from the OMol25 dataset.

Geometry as XYZ:
```
16
Properties=species:S:1:pos:R:3:forces:R:3
C -0.47148 0.33754 0.50188 -2.961 0.949 1.778
O 0.75301 -0.04198 0.15484 3.098 -0.472 -0.479
C -1.57203 0.19470 -0.53079 -2.670 -0.647 2.837
N -1.80595 -1.21577 -0.94732 -0.423 2.390 -0.645
H -0.84713 -0.27009 1.44515 0.689 1.061 -1.507
H -0.52036 1.45267 0.77701 0.444 -1.407 -0.052
H -2.50895 0.59317 0.07692 1.563 -0.686 -1.326
H -1.48633 0.81227 -1.39349 0.393 0.612 -0.617
H -1.56838 -1.07848 -1.91958 0.190 -1.613 -0.215
H -1.20148 -1.82176 -0.43612 0.555 -0.567 -0.094
H 1.16484 -0.67994 -0.58373 -1.024 0.706 0.892
H 1.83153 -1.78836 -2.15499 0.429 2.087 1.427
O 2.05266 -0.96012 -1.56790 -0.218 -2.326 -1.911
H 1.98707 2.24502 2.32599 0.459 -1.123 1.025
H 1.99417 0.91257 1.64971 0.633 0.411 2.854
O 2.19881 1.30854 2.60242 -1.157 0.626 -3.968
```
Forces are in eV/Å.

Output
**Largest force on an atom**: 0.081 hartree/bohr
**Energy relative to the best compared isomer or geometry (same formula, charge and spin)**: 199.1 kJ/mol
**LUMO energy (spin up / spin down)**: 0.236 / -3.748 eV
**Electronic energy**: -9864.1949 eV
**Total charge**: 0
**2S+1**: 2
**Frontier orbital gap (spin up / spin down)**: 9.89 / 5.83 eV

=====

Record 4
The following is a quantum chemistry calculation of a gas-phase ion, CH3N2O2S (charge -1) at a distorted geometry, from the OMol25 dataset.

Geometry as XYZ:
```
9
Properties=species:S:1:pos:R:3:forces:R:3
C 0.08711 -0.66176 -0.16172 2.856 0.372 -1.533
N 2.09689 0.73927 0.34491 -1.019 -0.948 1.953
N 1.36161 0.48521 -0.59466 -2.851 -0.626 0.909
O -2.56535 -1.06349 0.42810 0.494 -0.463 0.487
O -2.08285 1.32979 0.45576 0.790 0.213 0.723
S -1.83342 0.04598 -0.21018 -0.702 0.198 -1.606
H 0.45038 -1.44469 0.57469 -0.361 1.112 -0.430
H 0.00377 -1.11543 -1.18011 -0.087 -0.058 0.865
H 2.48186 1.68514 0.34322 0.880 0.200 -1.369
```
Forces are in eV/Å.

Output
**Largest force on an atom**: 0.063 hartree/bohr
**Energy relative to the best compared isomer or geometry (same formula, charge and spin)**: 352.9 kJ/mol
**LUMO energy**: 4.296 eV
**Electronic energy**: -18993.6394 eV
**Total charge**: -1
**2S+1**: 1
**Frontier orbital gap**: 7.56 eV